Run 1
Entry from the OMol25 dataset: one molecule with the formula C4H6N2O (ωB97M-V with the def2-TZVPD basis set).

⟨S²⟩: 2.007
Net charge: 0
Highest occupied orbital energy (alpha / beta): -0.172 / -0.357 Eh
2S+1: 3
Kohn-Sham gap (alpha / beta): 5.55 / 7.40 eV

Each line ends with the Mulliken charge.
CARTESIAN COORDINATES (ANGSTROEM)
C -1.473 -0.813 0.192  0.15
C -2.906 -0.793 0.082  -0.72
C -1.157 0.525 0.195  0.15
C 1.410 0.375 0.093  -0.63
N -3.285 0.440 -0.118  -0.32
N 0.267 1.293 0.200  -0.22
O -2.230 1.281 0.018  -0.22
H -0.954 -1.767 0.231  0.33
H -3.623 -1.557 0.067  0.44
H 1.373 -0.298 -0.780  0.26
H 2.342 1.094 0.185  0.29
H 1.162 -0.351 0.980  0.20
H 0.082 2.233 -0.156  0.27

---

Run 2
Entry from the OMol25 dataset: a 2-piece molecular cluster, C4H6N2O overall (ωB97M-V with the def2-TZVPD basis set).

⟨S²⟩: 2.006
Net charge: 0
Highest occupied orbital energy (alpha / beta): -0.218 / -0.373 Eh
2S+1: 3
Kohn-Sham gap (alpha / beta): 6.69 / 8.07 eV

Each line ends with the Mulliken charge.
CARTESIAN COORDINATES (ANGSTROEM)
C -0.243 0.057 -0.243  0.93
C 3.069 0.146 0.146  0.60
C 0.652 -0.158 -1.147  -0.86
C -1.224 0.840 0.472  -1.02
N 0.384 -1.307 -0.157  -0.50
N 2.686 -0.709 0.865  -0.53
O 3.650 0.915 -0.518  -0.48
H 0.969 -0.178 -2.156  0.26
H -0.871 1.885 0.490  0.28
H -1.212 0.441 1.509  0.29
H -2.241 0.782 0.077  0.27
H -0.416 -1.930 -0.419  0.28
H 1.654 -1.094 0.920  0.46

---

Result of the stability comparison: run 1 is the least stable of them.

---

Run 1
Entry from the OMol25 dataset: a 2-piece molecular cluster, C5H14N2 overall (ωB97M-V with the def2-TZVPD basis set).

⟨S²⟩: 0.752
Net charge: -1
Highest occupied orbital energy (alpha / beta): 0.037 / -0.167 Eh
2S+1: 2
Kohn-Sham gap (alpha / beta): 3.09 / 8.34 eV

Each line ends with the Mulliken charge.
CARTESIAN COORDINATES (ANGSTROEM)
C 1.234 0.757 -2.496  -1.33
C 0.581 -0.229 -1.547  0.22
C 0.407 -2.540 -1.635  -0.94
N 0.144 -1.416 -2.222  -0.49
H 1.349 1.748 -2.027  0.40
H 2.209 0.400 -2.831  0.34
H 0.591 0.882 -3.371  0.31
H -0.311 0.254 -1.091  -0.27
H 1.243 -0.477 -0.707  0.27
H 1.061 -2.658 -0.763  0.25
H 0.025 -3.477 -2.029  0.43
C 0.315 1.451 2.608  -1.11
N -1.045 1.415 2.113  -0.25
C -1.715 0.170 2.458  -1.49
H 0.293 1.418 3.701  0.31
H 0.945 0.624 2.249  0.39
H 0.801 2.386 2.311  0.33
H -1.040 1.533 1.106  0.35
H -1.170 -0.721 2.135  0.53
H -2.702 0.135 2.004  0.41
H -1.826 0.117 3.545  0.34

---

Run 2
Entry from the OMol25 dataset: an isolated ion of composition C5H14N2 and charge -1 (ωB97M-V with the def2-TZVPD basis set).

⟨S²⟩: 0.750
Net charge: -1
Highest occupied orbital energy (alpha / beta): 0.050 / -0.203 Eh
2S+1: 2
Kohn-Sham gap (alpha / beta): 2.79 / 9.50 eV

Each line ends with the Mulliken charge.
CARTESIAN COORDINATES (ANGSTROEM)
N 1.554 1.331 1.679  -1.02
C 0.586 2.230 1.062  -0.91
C -0.554 1.469 0.291  -1.11
N -0.463 0.003 0.566  -0.28
C -0.716 -0.925 -1.887  -2.78
C 0.079 -0.825 -0.610  1.22
C 0.095 -2.341 -0.242  -3.48
H 1.101 0.508 1.978  0.38
H 2.221 0.956 1.076  0.37
H 0.096 2.647 2.060  0.19
H 0.978 3.129 0.786  0.66
H -0.837 1.829 -0.835  0.27
H -1.522 1.667 0.940  0.57
H -1.349 -0.483 0.803  0.47
H -0.790 0.147 -2.253  0.37
H -0.081 -1.426 -2.667  0.59
H -1.611 -1.359 -1.835  0.81
H 1.082 -0.413 -0.713  0.66
H 0.539 -2.426 0.736  0.43
H -0.964 -2.688 0.008  0.75
H 0.557 -3.031 -0.945  0.82

---

Run 3
Entry from the OMol25 dataset: an isolated ion of composition C5H14N2 and charge -1 (ωB97M-V with the def2-TZVPD basis set).

⟨S²⟩: 0.750
Net charge: -1
Highest occupied orbital energy (alpha / beta): 0.056 / -0.170 Eh
2S+1: 2
Kohn-Sham gap (alpha / beta): 2.47 / 8.54 eV

Each line ends with the Mulliken charge.
CARTESIAN COORDINATES (ANGSTROEM)
N -1.213 -1.846 0.263  -0.65
C -1.502 0.627 -1.908  -1.95
C -0.390 -0.248 -1.427  -0.76
C -0.543 -0.472 0.110  0.35
C 0.812 -0.739 0.789  -1.95
N 1.711 0.405 0.633  1.19
C 1.612 1.399 1.687  -3.57
H -1.650 -1.995 -0.638  0.29
H -1.839 -1.836 1.052  0.42
H -1.776 1.571 -1.417  0.70
H -1.287 1.024 -2.918  0.43
H -2.491 0.173 -2.094  0.34
H -0.420 -1.230 -1.904  0.28
H 0.616 0.155 -1.557  0.65
H -0.965 0.373 0.654  0.20
H 0.568 -0.802 1.865  0.34
H 1.258 -1.655 0.428  0.37
H 2.668 0.198 0.393  0.15
H 0.574 1.637 1.914  0.65
H 2.028 1.000 2.646  0.34
H 2.229 2.263 1.429  1.17

---

Result of the stability comparison: run 2 is the least stable of them.

---

Run 1
Entry from the OMol25 dataset: a 2-piece molecular cluster, CN2O3S overall (ωB97M-V with the def2-TZVPD basis set).

Net charge: 0
Highest occupied orbital energy (alpha / beta): -0.315 / -0.324 Eh
2S+1: 1
Kohn-Sham gap (alpha / beta): 7.33 / 7.25 eV

Each line ends with the Mulliken charge.
CARTESIAN COORDINATES (ANGSTROEM)
C -0.984 -0.085 0.149  0.53
N 0.835 -1.428 -0.633  0.19
N 0.039 0.741 0.215  0.68
O 1.668 -0.942 -0.011  -0.08
O 0.020 1.447 -0.829  -0.53
O 0.855 0.699 1.133  -0.52
S -2.433 -0.432 -0.025  -0.28

---

Run 2
Entry from the OMol25 dataset: one molecule with the formula CN2O3S (ωB97M-V with the def2-TZVPD basis set).

Net charge: 0
SMILES string: O=NC(=S)[N+](=O)[O-]
Highest occupied orbital energy (alpha / beta): -0.351 / -0.351 Eh
2S+1: 1
Kohn-Sham gap (alpha / beta): 5.97 / 5.95 eV

Each line ends with the Mulliken charge.
CARTESIAN COORDINATES (ANGSTROEM)
O -0.751 -2.364 -0.042  -0.43
N -0.381 -1.246 -0.056  0.57
C -0.484 -0.033 -0.101  0.05
S -2.476 0.709 -0.010  -0.12
N 0.559 0.952 -0.059  0.92
O 1.675 0.494 -0.016  -0.53
O 0.245 2.108 -0.064  -0.47

---

Result of the stability comparison: run 2 is the least stable of them.

---

Run 1
Entry from the OMol25 dataset: a 2-piece molecular cluster, C2H6N2O4 overall (ωB97M-V with the def2-TZVPD basis set).

Net charge: 0
SMILES string: C[N+](=O)[O-].C[N+](=O)[O-]
Highest occupied orbital energy: -0.398 Eh
2S+1: 1
Kohn-Sham gap: 10.83 eV

Each line ends with the Mulliken charge.
CARTESIAN COORDINATES (ANGSTROEM)
C -1.757 -1.570 1.519  -0.71
N -0.315 -1.475 1.356  0.87
O 0.341 -0.607 1.892  -0.53
O 0.219 -2.326 0.660  -0.52
H -2.241 -0.609 1.347  0.28
H -1.827 -1.805 2.581  0.29
H -2.004 -2.361 0.810  0.32
C 1.272 1.790 -0.824  -0.57
N 0.873 1.242 -2.146  0.79
O -0.304 1.135 -2.503  -0.51
O 1.813 0.932 -2.935  -0.50
H 1.534 0.882 -0.280  0.24
H 0.317 2.253 -0.576  0.28
H 2.080 2.518 -0.903  0.26

---

Run 2
Entry from the OMol25 dataset: one molecule with the formula C2H6N2O4 (ωB97M-V with the def2-TZVPD basis set).

Net charge: 0
SMILES string: C[C@H](O)N(O)[N+](=O)[O-]
Highest occupied orbital energy: -0.372 Eh
2S+1: 1
Kohn-Sham gap: 10.84 eV

Each line ends with the Mulliken charge.
CARTESIAN COORDINATES (ANGSTROEM)
C -1.617 0.260 0.678  -0.98
C -0.388 0.671 -0.139  0.01
O -0.830 0.688 -1.441  -0.55
N 0.687 -0.281 0.129  -0.03
O 0.530 -1.647 -0.237  -0.43
N 2.028 0.030 0.212  1.21
O 2.263 1.106 0.568  -0.66
O 2.750 -0.868 -0.047  -0.76
H -2.250 1.102 1.182  0.27
H -2.337 -0.123 -0.056  0.30
H -1.427 -0.499 1.455  0.34
H 0.000 1.583 0.008  0.53
H -0.848 -0.204 -1.781  0.35
H 1.440 -1.819 -0.532  0.39

---

Run 3
Entry from the OMol25 dataset: a 2-piece molecular cluster, C2H6N2O4 overall (ωB97M-V with the def2-TZVPD basis set).

Net charge: 0
SMILES string: C[N+](=O)[O-].C[N+](=O)[O-]
Highest occupied orbital energy: -0.398 Eh
2S+1: 1
Kohn-Sham gap: 10.55 eV

Each line ends with the Mulliken charge.
CARTESIAN COORDINATES (ANGSTROEM)
C 2.220 -23.070 3.791  -0.74
N 1.625 -24.434 3.948  0.83
O 0.421 -24.601 3.886  -0.51
O 2.428 -25.272 4.328  -0.48
H 3.071 -22.905 4.452  0.31
H 1.568 -22.225 4.012  0.31
H 2.619 -23.032 2.777  0.28
C 1.842 -28.293 4.511  -0.69
N 2.029 -29.805 4.399  0.87
O 1.903 -30.348 5.497  -0.53
O 2.249 -30.286 3.324  -0.53
H 2.307 -27.988 5.448  0.29
H 0.776 -28.136 4.672  0.28
H 2.332 -27.845 3.646  0.29

---

Result of the stability comparison: run 1 is the least stable of them.